# 1
Here is a molecular structure, C17H16Cl3GeN5O5Ti from the Open Molecules 2025 dataset. Energies are from wB97M-V/def2-TZVPD.

Calculated values
E_LUMO (spin up / spin down) (eV): -4.22 / -6.54
HOMO-LUMO gap (spin up / spin down) (eV): 7.82 / 5.41

```
! RIJCOSX wB97M-V def2-TZVPD def2/J DEFGRID3
* xyz 1 2
Ti 1.77 -0.39 -0.08
N 0.80 -1.76 -1.51
C 1.19 -3.13 -1.14
C 0.98 -3.20 0.36
O 0.70 -4.20 0.97
N 1.10 -1.94 0.91
C 0.83 -1.76 2.32
C 0.54 -0.28 2.45
O -0.16 0.25 3.26
O 1.16 0.41 1.45
H -0.20 -1.65 -1.33
H 0.99 -1.55 -2.49
H 2.25 -3.28 -1.37
H 0.61 -3.91 -1.63
H 1.68 -2.02 2.95
H -0.03 -2.35 2.65
O -1.59 4.15 -0.31
C -0.47 4.28 -0.99
C -0.10 5.58 -1.35
C 1.04 5.80 -2.06
C 1.90 4.73 -2.44
C 1.58 3.47 -2.09
C 0.39 3.18 -1.35
C 0.14 1.84 -0.98
O 0.98 0.91 -1.23
N -1.06 1.57 -0.35
N -1.24 0.28 -0.16
C -2.15 -0.04 0.72
C -2.52 -1.43 0.93
C -3.42 -1.72 1.95
C -3.77 -3.05 2.16
C -3.21 -4.01 1.34
C -2.31 -3.61 0.34
N -1.97 -2.36 0.12
H -1.75 3.19 -0.13
H -0.76 6.39 -1.06
H 1.31 6.81 -2.34
H 2.79 4.94 -3.02
H 2.22 2.64 -2.35
H -2.59 0.73 1.35
H -3.82 -0.93 2.57
H -4.46 -3.33 2.94
H -3.44 -5.06 1.46
H -1.85 -4.36 -0.30
Cl 3.49 -0.59 -2.02
Ge 5.04 0.23 -0.38
Cl 3.47 1.79 0.23
Cl 3.90 -1.26 1.05
*
```

# 2
Here is a molecular structure, C17H16Cl5IrN2O from the Open Molecules 2025 dataset. Energies are from wB97M-V/def2-TZVPD.

Calculated values
E_LUMO (spin up / spin down) (eV): -2.08 / -2.09
Relative energy (zero: lowest compared OMol25 entry of this formula, charge and spin) (kcal per mole): 46.1
HOMO-LUMO gap (spin up / spin down) (eV): 6.32 / 6.33

```
! RIJCOSX wB97M-V def2-TZVPD def2/J DEFGRID3
* xyz 0 1
Ir 1.42 -1.08 1.08
Cl 0.03 -2.80 1.70
C 2.55 -1.96 -0.28
C 3.09 -0.78 0.05
C 4.32 -0.37 -0.41
Cl 5.02 1.15 0.03
C 4.98 -1.26 -1.25
Cl 6.53 -0.85 -1.87
C 4.40 -2.50 -1.61
Cl 5.24 -3.56 -2.67
C 3.15 -2.88 -1.11
Cl 2.44 -4.39 -1.50
N -0.92 0.48 2.80
C 0.09 0.04 3.54
N -0.06 -0.17 4.86
O 1.22 -0.17 3.02
H -1.86 0.51 3.16
H -0.61 0.29 1.79
H -0.93 0.00 5.33
H 0.75 -0.43 5.39
C -0.32 -0.66 -1.76
C -1.07 -0.07 -0.55
C -2.11 -1.12 -0.12
C -0.04 0.25 0.51
C -1.82 1.22 -0.91
C -2.69 1.79 0.02
C -3.50 2.87 -0.31
C -3.44 3.42 -1.58
C -2.53 2.90 -2.50
C -1.73 1.81 -2.16
H 0.10 -1.62 -1.49
H 0.50 -0.01 -2.08
H -1.01 -0.81 -2.59
H -1.64 -2.09 0.02
H -2.88 -1.21 -0.89
H -2.60 -0.85 0.82
H 0.45 1.21 0.35
H -2.75 1.38 1.03
H -4.19 3.27 0.43
H -4.08 4.25 -1.85
H -2.46 3.33 -3.49
H -1.04 1.44 -2.90
*
```

# 3
Here is a single C17H16ClNO3 molecule from the Open Molecules 2025 dataset. Energies are from wB97M-V/def2-TZVPD.

Calculated values
E_LUMO (eV): 0.53
Relative energy (zero: lowest compared OMol25 entry of this formula, charge and spin) (kcal per mole): 0.0
SMILES: O=C(O)C[C@H](Cc1ccc(Cl)cc1)C(=O)Nc1ccccc1
HOMO-LUMO gap (eV): 9.09

```
! RIJCOSX wB97M-V def2-TZVPD def2/J DEFGRID3
* xyz 0 1
O -3.94 -1.60 -0.25
C -3.08 -2.44 -0.34
O -2.94 -3.23 -1.40
H -3.59 -3.01 -2.09
C -2.02 -2.70 0.70
H -2.35 -2.29 1.66
H -1.87 -3.77 0.80
C -0.70 -2.05 0.25
H -0.26 -2.66 -0.55
C -0.87 -0.65 -0.36
O -0.36 -0.38 -1.43
N -1.56 0.21 0.42
C -1.84 1.56 0.19
C -1.13 2.32 -0.74
C -1.42 3.66 -0.90
C -2.41 4.26 -0.14
C -3.12 3.51 0.79
C -2.83 2.17 0.95
H -3.38 1.58 1.67
H -3.89 3.97 1.39
H -2.64 5.31 -0.27
H -0.87 4.24 -1.62
H -0.36 1.85 -1.34
H -2.08 -0.18 1.19
C 0.31 -1.96 1.42
C 1.55 -1.25 0.96
C 1.72 0.11 1.19
C 2.83 0.78 0.72
C 3.80 0.08 0.02
C 3.66 -1.28 -0.22
C 2.53 -1.94 0.26
H 2.42 -2.99 0.07
H 4.41 -1.82 -0.77
Cl 5.20 0.90 -0.57
H 2.95 1.84 0.89
H 0.97 0.66 1.73
H 0.54 -2.97 1.76
H -0.15 -1.41 2.25
*
```

# 4
Here is a molecular structure, C17H16CuN3O3SbSe4 from the Open Molecules 2025 dataset. Energies are from wB97M-V/def2-TZVPD.

Calculated values
E_LUMO (spin up / spin down) (eV): 3.87 / 3.86
Relative energy (zero: lowest compared OMol25 entry of this formula, charge and spin) (kcal per mole): 0.0
HOMO-LUMO gap (spin up / spin down) (eV): 5.22 / 5.21

```
! RIJCOSX wB97M-V def2-TZVPD def2/J DEFGRID3
* xyz -2 2
Cu -0.05 -3.28 -0.07
O 0.97 -2.43 3.77
C 0.84 -2.70 2.57
O -0.13 -3.26 1.98
C 2.04 -2.39 1.66
C 3.24 -1.90 2.15
C 4.29 -1.72 1.26
C 4.12 -2.06 -0.07
C 2.88 -2.52 -0.49
N 1.87 -2.66 0.36
H 3.30 -1.68 3.21
H 5.24 -1.35 1.61
H 4.93 -1.97 -0.79
H 2.67 -2.81 -1.52
Se -1.59 -5.28 -4.83
Sb -0.23 -4.76 -2.90
Se -0.21 -2.31 -2.30
Se -1.31 -5.21 -0.66
Se 2.09 -5.51 -2.92
C -0.09 3.83 -0.45
N -0.45 2.48 -0.85
N -0.93 1.72 0.24
C -0.30 0.45 0.25
O -0.62 -0.46 0.98
C 0.71 0.53 -0.80
C 0.59 1.71 -1.41
C 1.37 2.26 -2.55
C -2.24 1.94 0.68
C -2.65 1.38 1.89
C -3.95 1.59 2.33
C -4.84 2.36 1.59
C -4.43 2.91 0.39
C -3.14 2.70 -0.07
H -0.96 4.33 -0.04
H 0.25 4.38 -1.33
H 0.71 3.83 0.31
H 1.33 -0.30 -1.09
H 1.98 1.46 -2.97
H 2.03 3.07 -2.23
H 0.71 2.64 -3.32
H -1.96 0.78 2.46
H -4.27 1.14 3.26
H -5.86 2.51 1.94
H -5.12 3.49 -0.21
H -2.82 3.09 -1.03
*
```

# 5
Here is 2 unconnected molecules or ions with the total composition C17H16F3N2O2S2 from the Open Molecules 2025 dataset. Energies are from wB97M-V/def2-TZVPD.

Calculated values
E_LUMO (eV): 2.66
Relative energy (zero: lowest compared OMol25 entry of this formula, charge and spin) (kcal per mole): 0.0
HOMO-LUMO gap (eV): 5.36

```
! RIJCOSX wB97M-V def2-TZVPD def2/J DEFGRID3
* xyz -1 1
C -1.49 -1.07 1.88
C -0.41 -1.77 1.13
C -0.72 -2.38 -0.09
N -0.97 -2.90 -1.12
C 0.89 -1.93 1.70
C 1.22 -1.38 2.98
C 2.50 -1.51 3.52
C 3.48 -2.24 2.83
C 3.17 -2.85 1.61
C 1.90 -2.69 1.03
H -1.33 0.02 1.94
H -2.42 -1.30 1.35
H -1.56 -1.42 2.92
H 0.41 -0.94 3.58
H 2.69 -1.08 4.51
H 4.49 -2.31 3.27
H 3.92 -3.49 1.13
H 1.64 -3.25 0.12
C -2.43 0.12 -1.37
N -1.83 1.01 -2.35
S -2.62 0.84 -3.86
C -1.33 0.49 -5.13
F -1.86 0.97 -6.30
F -0.15 1.10 -4.90
F -1.11 -0.85 -5.27
S -1.87 2.66 -1.73
C -0.54 2.30 -0.60
C -0.60 2.66 0.74
C 0.49 2.35 1.57
C 1.69 1.87 1.02
C 1.71 1.46 -0.32
C 0.58 1.65 -1.12
O -1.41 3.56 -2.75
O -3.12 2.88 -1.05
H -2.45 -0.88 -1.81
H -1.80 0.09 -0.47
H -3.45 0.45 -1.12
H -1.50 3.17 1.09
H 0.42 2.50 2.66
H 2.59 1.80 1.64
H 2.62 1.00 -0.73
H 0.56 1.30 -2.15
*
```

# 6
Here is a single C17H16FN3S molecule from the Open Molecules 2025 dataset. Energies are from wB97M-V/def2-TZVPD.

Calculated values
E_LUMO (eV): 0.39
SMILES: N#CCCN(Cc1ccccc1)C(=S)Nc1ccc(F)cc1
HOMO-LUMO gap (eV): 8.77

```
! RIJCOSX wB97M-V def2-TZVPD def2/J DEFGRID3
* xyz 0 1
N -0.10 3.73 1.15
C 0.11 2.61 1.10
C 0.36 1.20 1.01
H -0.17 0.69 1.82
H 1.44 1.02 1.13
C -0.11 0.66 -0.36
N 0.18 -0.75 -0.51
C -0.35 -1.69 0.31
S 0.34 -3.17 0.59
N -1.50 -1.38 1.00
C -2.68 -0.82 0.50
C -3.65 -0.41 1.41
C -4.84 0.15 0.96
C -5.04 0.29 -0.40
C -4.10 -0.13 -1.32
C -2.92 -0.69 -0.87
H -2.19 -1.05 -1.58
H -4.29 -0.02 -2.38
F -6.19 0.83 -0.84
H -5.60 0.47 1.65
H -3.48 -0.53 2.46
H -1.65 -2.01 1.78
C 1.35 -1.07 -1.33
C 2.61 -0.44 -0.79
C 3.18 0.66 -1.42
C 4.31 1.26 -0.90
C 4.88 0.77 0.27
C 4.31 -0.33 0.90
C 3.19 -0.93 0.37
H 2.75 -1.78 0.86
H 4.76 -0.71 1.80
H 5.76 1.24 0.68
H 4.75 2.11 -1.40
H 2.75 1.04 -2.34
H 1.15 -0.72 -2.35
H 1.45 -2.16 -1.34
H -1.18 0.85 -0.47
H 0.41 1.19 -1.15
*
```

Computed calculated total energy, in the same sequence as the records: -5614.3800 -3247.3425 -1398.1361 -12534.0416 -2013.3639 -1319.7343 Eh.